[1]
Below is a cluster of 2 separate species, C22H23BF2N in total, with properties calculated with ωB97M-V/def2-TZVPD.

The calculation puts the strongest force on any atom at 1.89 eV/Å. The HOMO energy comes out at -10.640 eV.

The geometry in ORCA input format:
```
! RIJCOSX wB97M-V def2-TZVPD def2/J DEFGRID3
* xyz 1 1
F 6.81 0.13 -1.57
C 5.81 0.36 -0.65
C 6.00 1.38 0.28
C 4.92 1.72 1.10
C 3.69 1.12 0.92
C 3.49 0.12 -0.03
C 2.04 -0.11 -0.38
C 1.47 -1.34 -1.00
C 0.52 -2.18 -0.51
C 0.10 -3.35 -1.30
C 1.01 -3.81 -2.29
C 0.61 -4.71 -3.26
F 1.51 -5.02 -4.25
C -0.64 -5.29 -3.25
C -1.51 -4.95 -2.21
C -1.16 -4.00 -1.24
C 4.59 -0.33 -0.78
H 6.97 1.87 0.36
H 5.02 2.54 1.82
H 2.82 1.47 1.49
H 1.43 0.16 0.50
H 1.74 -1.50 -2.05
H 0.02 -2.04 0.46
H 2.00 -3.36 -2.34
H -0.91 -6.00 -4.03
H -2.48 -5.44 -2.17
H -1.89 -3.71 -0.47
H 4.51 -1.14 -1.50
C -3.19 4.75 1.48
C -3.70 3.35 1.62
N -2.68 2.47 1.56
B -1.33 3.15 1.51
H 2.01 0.58 -1.19
C -2.86 1.15 1.50
C -1.62 0.40 1.24
C -4.14 0.62 1.58
C -5.23 1.48 1.70
C -5.00 2.87 1.69
H -3.90 5.56 1.66
H -2.31 4.87 2.16
H -2.77 4.90 0.47
H -1.03 3.48 0.39
H -0.62 2.96 2.43
H -1.72 -0.67 1.47
H -1.31 0.50 0.18
H -0.78 0.81 1.83
H -4.26 -0.46 1.53
H -6.23 1.09 1.79
H -5.84 3.56 1.72
*
```

***

[2]
Below is a cluster of 3 separate species, H6O3 in total, with properties calculated with ωB97M-V/def2-TZVPD.

The calculation puts the strongest force on any atom at 0.70 eV/Å. The SMILES is O.O.O. The HOMO energy comes out at -10.616 eV. The energy relative to the best compared isomer or geometry (same formula, charge and spin) is 9.0 kcal per mole.

The geometry in ORCA input format:
```
! RIJCOSX wB97M-V def2-TZVPD def2/J DEFGRID3
* xyz 0 1
O -2.08 1.29 9.80
H -1.98 1.87 10.55
H -2.98 1.43 9.50
O -4.59 1.76 8.76
H -5.07 2.22 9.45
H -4.85 2.20 7.95
O -6.10 2.65 11.51
H -6.26 1.76 11.81
H -6.81 2.83 10.90
*
```

***

[3]
Below is a structure of composition C44H46CrN4O8P4S2Se2, with properties calculated with ωB97M-V/def2-TZVPD.

The calculation puts the strongest force on any atom at 2.03 eV/Å. The HOMO energy (spin up / spin down) comes out at -9.696 / -9.697 eV. The energy relative to the best compared isomer or geometry (same formula, charge and spin) is 0.0 kcal per mole.

The geometry in ORCA input format:
```
! RIJCOSX wB97M-V def2-TZVPD def2/J DEFGRID3
* xyz 1 2
Cr -0.32 0.11 0.39
Se 3.80 -3.73 4.14
P 3.74 -3.82 2.04
C 5.34 -3.38 1.28
C 5.81 -2.14 1.68
C 7.03 -1.68 1.24
C 7.81 -2.47 0.41
C 7.34 -3.71 0.00
C 6.10 -4.17 0.42
C 3.04 -5.42 1.55
C 1.65 -5.54 1.59
C 1.06 -6.79 1.47
C 1.85 -7.91 1.30
C 3.23 -7.79 1.26
C 3.83 -6.56 1.42
C 2.65 -2.59 1.29
C 1.70 -1.69 1.76
N 1.29 -0.99 0.66
N 1.94 -1.47 -0.38
N 2.75 -2.41 -0.03
P 1.00 -1.19 3.33
Se -0.87 -0.18 2.80
C 0.48 -2.64 4.30
C -0.38 -3.50 3.62
C -0.93 -4.58 4.27
C -0.66 -4.80 5.61
C 0.17 -3.92 6.29
C 0.74 -2.84 5.65
C 2.31 -0.08 3.98
C 2.45 1.10 3.26
C 3.47 1.98 3.55
C 4.39 1.67 4.53
C 4.26 0.48 5.24
C 3.22 -0.39 4.98
H 5.20 -1.53 2.34
H 7.39 -0.71 1.56
H 8.78 -2.13 0.09
H 7.94 -4.32 -0.66
H 5.74 -5.12 0.06
H 1.04 -4.67 1.73
H -0.01 -6.88 1.55
H 1.39 -8.88 1.21
H 3.85 -8.67 1.15
H 4.90 -6.48 1.46
H -0.64 -3.28 2.59
H -1.60 -5.24 3.73
H -1.10 -5.64 6.12
H 0.36 -4.08 7.34
H 1.38 -2.16 6.19
H 1.78 1.32 2.43
H 3.55 2.90 2.98
H 5.21 2.33 4.73
H 5.00 0.22 5.98
H 3.15 -1.32 5.53
O -1.10 -1.83 -0.06
S -0.41 -3.12 -0.42
C -0.64 -3.28 -2.23
C 0.37 -2.38 -2.93
C -0.20 -1.65 -4.15
C 0.33 -0.23 -4.26
S -0.31 0.95 -2.97
O -0.01 0.30 -1.66
C -2.07 0.63 -3.30
C -2.66 1.26 -4.38
C -4.02 1.09 -4.61
C -4.78 0.31 -3.75
C -4.18 -0.32 -2.67
C -2.82 -0.16 -2.45
C -1.65 -4.37 0.02
C -2.77 -3.98 0.73
C -3.68 -4.95 1.13
C -3.46 -6.28 0.79
C -2.33 -6.65 0.08
C -1.41 -5.69 -0.31
H -1.67 -2.97 -2.42
H -0.53 -4.33 -2.49
H 1.25 -2.97 -3.21
H 0.71 -1.64 -2.20
H -1.29 -1.62 -4.11
H 0.06 -2.20 -5.06
H 0.05 0.22 -5.21
H 1.41 -0.21 -4.16
H -2.07 1.89 -5.02
H -4.48 1.55 -5.47
H -5.84 0.20 -3.91
H -4.77 -0.93 -2.01
H -2.35 -0.64 -1.60
H -2.89 -2.94 0.98
H -4.55 -4.67 1.68
H -4.17 -7.03 1.10
H -2.16 -7.69 -0.18
H -0.52 -5.98 -0.85
N -2.42 4.07 1.88
C -1.41 3.85 0.82
C -1.16 5.16 0.10
P 0.20 3.18 1.47
O -0.38 2.79 2.95
O 1.27 4.17 1.56
O 0.50 1.91 0.69
P -2.32 2.62 -0.26
O -1.72 2.87 -1.73
O -3.72 3.10 -0.15
O -2.05 1.20 0.13
H -2.42 5.03 2.24
H -2.24 3.42 2.66
H -3.33 3.82 1.37
H -0.77 5.89 0.81
H -2.06 5.54 -0.36
H -0.39 5.01 -0.65
H 0.34 2.76 3.59
H -2.22 3.57 -2.16
*
```

***

> What is the strongest force on any atom in the second record?

0.70 eV/Å

***

> Look up the strongest force on any atom of the second one.

0.70 eV/Å

***

> Among the records above, which one has the lowest strongest force on any atom?

H6O3